[1]
Here is C5H11NPRe as an isolated structure in a non-equilibrium geometry from the OMol25 dataset. Energies are from wB97M-V/def2-TZVPD.

Largest force on an atom   3.77 eV/Å
HOMO level (alpha / beta)   -11.7 / -11.5 eV
Expectation value of S²   4.24
Energy relative to the best compared isomer or geometry (same formula, charge and spin)   126.68 kcal per mole
Kohn-Sham gap (alpha / beta)   6.8261 / 6.2391 eV
Molecular weight   302.33 g mol⁻¹
Total energy   -18257.6862 eV
Net charge   +1
2S+1   4

Geometry as XYZ:
```
19
Properties=species:S:1:pos:R:3:forces:R:3
C 0.194 -0.397 -0.987 -0.94 -0.73 -1.14
C -0.768 -1.009 -1.854 0.57 2.32 2.92
C -0.321 -2.317 -2.069 0.30 -1.14 -1.72
C 1.040 -2.498 -1.729 0.40 2.24 1.98
C 1.381 -1.322 -0.977 -1.15 -1.49 -0.82
Re 0.310 1.392 1.323 1.62 -0.41 -0.99
P -0.487 3.406 0.780 -0.54 2.47 0.08
H 0.104 0.647 -0.451 0.07 -1.26 -1.67
H -1.727 -0.596 -2.146 0.16 -0.16 0.16
H -0.944 -3.086 -2.537 0.30 0.31 0.13
H 2.274 -1.097 -0.415 0.25 -0.16 -0.20
H 1.637 -3.376 -1.949 -0.06 0.28 0.27
H -1.706 3.591 1.495 0.39 0.18 -0.26
H -0.866 3.850 -0.500 0.05 0.07 0.03
H 0.326 4.514 1.237 -0.79 -0.33 -0.36
N -0.033 -0.194 2.525 -0.37 -1.92 1.46
H 0.424 -1.074 2.282 0.21 -0.07 -0.16
H -1.024 -0.410 2.465 -0.29 -0.12 0.24
H 0.186 -0.023 3.507 -0.18 -0.07 0.05
```
Positions in Å, forces in eV/Å.

[2]
Here is C4H3AlLiO as an isolated structure in a non-equilibrium geometry from the OMol25 dataset. Energies are from wB97M-V/def2-TZVPD.

Largest force on an atom   10.85 eV/Å
HOMO level   -12.7 eV
Energy relative to the best compared isomer or geometry (same formula, charge and spin)   0.00 kcal per mole
Kohn-Sham gap   7.7731 eV
Molecular weight   100.99 g mol⁻¹
Total energy   -13032.8405 eV
Net charge   +1

Geometry as XYZ:
```
10
Properties=species:S:1:pos:R:3:forces:R:3
C -1.143 1.287 -0.647 0.27 3.70 10.19
C -0.948 1.606 0.683 -2.95 -2.07 -10.14
H -2.122 1.599 -1.089 0.94 -1.20 -0.74
H -1.628 2.309 1.194 1.33 -0.09 0.80
Al 1.690 -2.434 -0.870 0.34 -0.96 -0.20
C 1.071 -0.594 -0.953 0.31 1.02 3.17
C 0.998 -0.476 0.385 0.06 -0.90 -1.80
O 0.950 -0.836 1.543 -0.07 0.36 -2.07
H 1.073 0.144 -1.751 -0.19 -0.05 0.41
Li 0.059 -2.605 1.506 -0.04 0.17 0.37
```
Positions in Å, forces in eV/Å.

[3]
Here is an isolated ion of composition C4H11N2 and charge +1 in a non-equilibrium geometry from the OMol25 dataset. Energies are from wB97M-V/def2-TZVPD.

Largest force on an atom   1.02 eV/Å
HOMO level   -14.3 eV
Energy relative to the best compared isomer or geometry (same formula, charge and spin)   22.73 kcal per mole
Kohn-Sham gap   11.2418 eV
Structure (SMILES)   C=C([NH3+])CCN
Molecular weight   87.15 g mol⁻¹
Total energy   -7299.9624 eV
Net charge   +1

Geometry as XYZ:
```
17
Properties=species:S:1:pos:R:3:forces:R:3
C 2.056 0.357 -0.896 -0.04 0.08 0.11
C 0.998 0.101 -0.165 -0.34 -0.09 0.13
N 0.563 1.084 0.860 -0.32 0.28 -0.48
C 0.082 -1.082 -0.269 0.12 -0.11 0.26
C -1.374 -0.695 -0.498 -0.36 0.26 -0.05
N -1.890 0.053 0.681 0.13 0.57 -0.84
H 2.642 1.247 -0.763 0.22 0.25 0.00
H 2.358 -0.345 -1.644 0.18 -0.23 -0.34
H 0.830 2.033 0.606 0.08 0.05 -0.07
H 0.974 0.888 1.765 -0.04 -0.16 0.34
H -0.527 0.995 0.903 0.27 -0.30 0.38
H 0.164 -1.713 0.628 -0.06 0.15 -0.01
H 0.427 -1.702 -1.087 0.08 -0.09 -0.22
H -1.460 -0.042 -1.378 0.05 -0.17 0.23
H -1.971 -1.587 -0.698 0.06 0.01 -0.01
H -2.737 0.562 0.450 0.04 -0.05 -0.07
H -2.144 -0.584 1.407 -0.09 -0.46 0.63
```
Positions in Å, forces in eV/Å.

[4]
Here is one molecule with the formula C22H25N7O2S2 in a non-equilibrium geometry from the OMol25 dataset. Energies are from wB97M-V/def2-TZVPD.

Largest force on an atom   1.45 eV/Å
HOMO level   -7.9 eV
Kohn-Sham gap   8.3925 eV
Structure (SMILES)   Cc1csc(SCCn2c(N3CCN(c4ccccc4)CC3)nc3c2c(=O)[nH]c(=O)n3C)n1
Molecular weight   483.62 g mol⁻¹
Total energy   -59418.3506 eV

Geometry as XYZ:
```
58
Properties=species:S:1:pos:R:3:forces:R:3
C 1.974 1.465 2.616 0.07 -0.02 -0.04
C 2.791 0.287 2.212 0.68 0.33 0.23
C 4.144 0.183 2.302 -0.02 -0.17 -0.04
S 4.694 -1.342 1.713 -0.79 0.13 -0.08
C 3.017 -1.735 1.388 0.63 0.00 0.17
S 2.615 -3.294 0.742 -0.28 -0.44 -0.16
C 1.034 -2.917 -0.094 0.53 0.06 0.06
C 1.261 -2.296 -1.472 -0.33 -0.59 0.09
N 1.562 -0.890 -1.373 -0.02 0.56 -0.12
C 0.790 0.127 -0.898 0.56 -0.12 -0.15
N -0.546 0.004 -0.646 -0.17 -0.13 0.09
C -1.140 1.017 0.207 -0.11 -0.07 0.42
C -2.399 0.423 0.833 0.21 0.24 0.06
N -3.325 0.021 -0.205 0.24 0.02 -0.19
C -4.689 -0.026 0.081 -0.36 -0.02 0.01
C -5.307 1.090 0.655 0.06 0.00 0.07
C -6.663 1.099 0.904 0.01 0.00 0.06
C -7.447 0.004 0.579 -0.13 -0.08 -0.02
C -6.849 -1.102 0.003 -0.16 0.05 0.04
C -5.488 -1.124 -0.241 0.25 -0.03 -0.01
C -2.734 -0.967 -1.076 0.09 0.12 -0.26
C -1.470 -0.372 -1.701 -0.21 -0.26 -0.16
N 1.490 1.221 -0.628 -0.01 0.37 -0.05
C 2.771 0.901 -0.915 -0.32 -1.36 -0.39
C 2.859 -0.397 -1.388 0.11 0.78 0.16
C 4.096 -0.989 -1.775 -0.21 0.20 0.03
O 4.300 -2.100 -2.226 0.12 -0.21 -0.09
N 5.141 -0.087 -1.564 0.34 -0.20 -0.18
C 5.110 1.209 -1.087 -0.20 -0.02 0.02
O 6.118 1.865 -0.958 0.39 0.21 0.08
N 3.860 1.706 -0.782 0.09 0.13 -0.11
C 3.734 3.059 -0.289 0.11 0.22 0.05
N 2.174 -0.811 1.694 -0.58 -0.32 -0.10
H 1.594 1.962 1.724 -0.05 0.08 0.02
H 2.578 2.163 3.189 -0.02 0.11 0.06
H 1.129 1.137 3.218 -0.07 0.03 0.08
H 4.845 0.899 2.679 0.12 0.22 0.14
H 0.470 -2.249 0.555 -0.13 -0.11 -0.03
H 0.529 -3.877 -0.187 -0.04 -0.01 0.05
H 0.375 -2.456 -2.091 0.10 0.05 0.02
H 2.118 -2.771 -1.960 -0.22 0.09 0.00
H -0.420 1.280 0.978 -0.06 0.02 0.00
H -1.394 1.917 -0.368 0.02 -0.01 0.04
H -2.866 1.155 1.488 0.03 -0.03 -0.02
H -2.107 -0.450 1.442 -0.01 0.08 0.03
H -4.720 1.965 0.890 0.06 0.08 -0.02
H -7.116 1.975 1.346 -0.02 0.07 0.02
H -8.509 0.014 0.772 -0.09 0.00 0.01
H -7.445 -1.967 -0.252 -0.04 -0.06 -0.02
H -5.051 -2.012 -0.670 0.07 -0.06 -0.04
H -3.436 -1.209 -1.876 0.03 -0.03 0.04
H -2.469 -1.891 -0.535 -0.04 -0.01 -0.06
H -1.013 -1.089 -2.380 -0.01 0.03 0.03
H -1.753 0.519 -2.282 0.02 -0.08 0.00
H 6.069 -0.429 -1.788 -0.17 0.09 0.05
H 4.517 3.666 -0.741 -0.10 -0.02 0.06
H 3.851 3.082 0.796 -0.01 0.06 0.01
H 2.748 3.430 -0.558 0.03 0.03 0.03
```
Positions in Å, forces in eV/Å.

Q: Which value of largest force on an atom does entry 1 give?
A: 3.77 eV/Å